Record 1
{
  "formula": "C52H44AsBr3LuN10O5P",
  "method": "the ωB97M-V functional and the def2-TZVPD basis",
  "e_lumo_ev": -4.70,
  "orbital_gap_ev": 8.751,
  "e_homo_ev": -13.455,
  "charge": 2,
  "species": ["Lu", "C", "N", "C", "C", "N", "C", "P", "C", "N", "C", "C", "N", "C", "C", "N", "C", "C", "N", "C", "H", "H", "H", "H", "H", "H", "H", "H", "H", "H", "H", "H", "H", "H", "H", "Br", "C", "C", "C", "N", "C", "C", "C", "C", "C", "Br", "C", "C", "N", "H", "H", "H", "H", "H", "H", "O", "C", "O", "C", "C", "C", "C", "C", "C", "N", "O", "O", "H", "H", "H", "H", "Br", "C", "C", "C", "N", "C", "C", "H", "H", "H", "H", "O", "As", "C", "C", "C", "C", "C", "C", "C", "C", "C", "C", "C", "C", "C", "C", "C", "C", "C", "C", "H", "H", "H", "H", "H", "H", "H", "H", "H", "H", "H", "H", "H", "H", "H"],
  "positions_angstrom": [[11.569, 15.143, 12.223], [10.421, 17.939, 7.011], [10.480, 17.813, 8.461], [10.292, 18.754, 9.440], [10.541, 18.202, 10.694], [10.895, 16.887, 10.478], [10.844, 16.672, 9.141], [11.239, 15.224, 8.157], [10.309, 13.944, 9.102], [10.514, 13.625, 10.340], [9.948, 12.389, 10.482], [9.310, 12.012, 9.328], [9.565, 13.001, 8.379], [9.112, 12.942, 6.979], [12.848, 14.728, 8.758], [13.207, 14.788, 10.048], [14.529, 14.278, 10.063], [14.901, 13.873, 8.826], [13.792, 14.191, 8.019], [13.900, 14.025, 6.580], [9.899, 17.051, 6.704], [11.422, 18.060, 6.618], [9.764, 18.806, 6.810], [9.834, 19.719, 9.215], [10.244, 18.560, 11.670], [10.039, 11.817, 11.408], [8.722, 11.152, 9.072], [8.192, 12.381, 6.876], [9.765, 12.288, 6.389], [9.069, 13.841, 6.380], [15.019, 14.262, 10.998], [15.790, 13.571, 8.357], [15.032, 13.848, 6.456], [13.562, 14.852, 6.016], [13.390, 13.152, 6.221], [15.431, 15.737, 18.078], [14.384, 15.636, 16.565], [13.657, 14.489, 16.410], [12.911, 14.337, 15.196], [12.816, 15.347, 14.323], [13.541, 16.452, 14.508], [14.372, 16.656, 15.591], [13.606, 17.422, 13.352], [13.928, 18.711, 13.538], [14.047, 19.545, 12.410], [14.369, 21.334, 12.701], [13.913, 18.968, 11.185], [13.519, 17.638, 11.096], [13.328, 16.868, 12.137], [13.612, 13.780, 17.175], [12.259, 13.520, 14.982], [15.093, 17.514, 15.703], [13.995, 19.234, 14.511], [14.015, 19.530, 10.274], [13.389, 17.185, 10.135], [10.625, 16.719, 13.433], [9.430, 16.364, 13.208], [9.223, 15.335, 12.523], [8.331, 17.206, 13.807], [7.001, 16.762, 13.689], [5.958, 17.530, 14.208], [6.306, 18.682, 14.845], [7.596, 19.214, 14.849], [8.638, 18.468, 14.323], [5.194, 19.567, 15.357], [5.438, 20.722, 15.622], [4.147, 18.978, 15.492], [6.887, 15.817, 13.153], [4.934, 17.160, 14.160], [7.714, 20.124, 15.321], [9.686, 18.795, 14.411], [7.484, 12.657, 18.475], [8.358, 13.319, 16.894], [8.148, 12.711, 15.611], [9.000, 13.123, 14.603], [10.023, 13.991, 14.747], [10.060, 14.654, 15.902], [9.264, 14.374, 17.023], [7.507, 11.890, 15.400], [8.896, 12.692, 13.612], [10.905, 15.425, 15.985], [9.523, 14.823, 17.953], [12.638, 13.171, 12.481], [13.767, 11.960, 12.522], [15.308, 12.440, 13.546], [16.007, 11.551, 14.365], [17.092, 12.043, 15.091], [17.505, 13.377, 14.996], [16.780, 14.262, 14.198], [15.693, 13.778, 13.471], [14.044, 11.278, 10.805], [12.940, 11.355, 9.964], [12.924, 10.843, 8.691], [14.095, 10.213, 8.170], [15.180, 10.077, 9.023], [15.157, 10.593, 10.321], [12.907, 10.495, 13.411], [11.809, 10.836, 14.189], [11.258, 9.893, 15.044], [11.811, 8.614, 14.990], [12.873, 8.239, 14.160], [13.416, 9.200, 13.346], [15.708, 10.542, 14.420], [17.670, 11.441, 15.796], [18.439, 13.718, 15.439], [17.184, 15.280, 14.038], [15.105, 14.531, 12.891], [12.026, 11.831, 10.359], [12.074, 10.964, 8.072], [13.975, 9.605, 7.225], [15.996, 9.514, 8.673], [16.030, 10.470, 10.904], [11.471, 11.864, 14.205], [10.494, 10.198, 15.774], [11.373, 7.787, 15.562], [13.127, 7.172, 14.147], [14.195, 9.062, 12.609]],
  "lowdin_charge": [1.76, -0.02, -0.12, -0.03, -0.09, -0.02, -0.44, 1.18, -0.43, -0.01, -0.15, -0.03, -0.08, -0.02, -0.50, 0.02, -0.10, -0.01, -0.11, -0.01, 0.06, 0.10, 0.11, 0.14, 0.11, 0.12, 0.13, 0.09, 0.09, 0.08, 0.06, 0.12, 0.13, 0.07, 0.08, 0.87, -0.71, -0.08, -0.12, 0.00, -0.22, -0.03, -0.21, -0.06, -0.69, 0.89, -0.07, -0.15, 0.03, 0.09, 0.06, 0.14, 0.13, 0.12, 0.09, -0.17, -0.65, -0.11, -0.12, 0.02, 0.02, -0.12, 0.02, 0.00, -0.35, 0.10, 0.09, 0.12, 0.13, 0.10, 0.13, 0.76, -0.62, -0.07, -0.14, 0.03, -0.14, -0.08, 0.10, 0.11, 0.13, 0.10, -0.59, 1.23, -0.28, -0.06, -0.05, -0.05, -0.07, -0.13, -0.32, -0.11, -0.06, -0.04, -0.07, -0.07, -0.29, -0.10, -0.05, -0.06, -0.06, -0.09, 0.09, 0.12, 0.12, 0.13, 0.09, 0.07, 0.09, 0.13, 0.10, 0.10, 0.06, 0.12, 0.12, 0.12, 0.10]
}

Record 2
{
  "formula": "C3H5BN2O2",
  "method": "the ωB97M-V functional and the def2-TZVPD basis",
  "e_lumo_ev": 0.11,
  "orbital_gap_ev": 8.463,
  "e_homo_ev": -8.353,
  "charge": 0,
  "smiles": "OB(O)c1ncc[nH]1",
  "species": ["B", "C", "C", "C", "N", "N", "O", "O", "H", "H", "H", "H", "H"],
  "positions_angstrom": [[1.423, 1.147, -0.096], [-1.997, -0.619, -1.196], [-1.712, -1.365, -0.099], [-0.143, 0.116, -0.403], [-0.980, 0.260, -1.358], [-0.624, -0.854, 0.480], [1.952, 1.925, -1.071], [1.696, 1.070, 1.227], [-2.720, -0.518, -1.953], [-2.230, -2.165, 0.263], [0.062, -1.168, 1.143], [2.392, 2.771, -0.789], [2.570, 1.024, 1.482]],
  "lowdin_charge": [-0.48, -0.15, -0.14, -0.21, 0.04, 0.07, 0.17, 0.18, 0.08, 0.08, 0.14, 0.14, 0.06]
}